Record 1
Entry from the Open Molecules 2025 dataset: C2HF6NO4S2Y as an isolated structure in a non-equilibrium geometry (ωB97M-V/def2-TZVPD).

Energy relative to the best compared isomer or geometry (same formula, charge and spin) (kcal/mol): 0.00
Net charge: +1
Total energy (Eh): -1866.06562
Molecular weight (g/mol): 370.06
Frontier orbital gap (Ha): 0.25756

Each line ends with the Löwdin charge.
Cartesian coordinates (Å):
N: 0.0351 -0.1879 -0.2617  -0.440
S: 1.1381 0.7208 0.5588  0.636
O: 1.9981 1.2933 -0.4644  -0.277
O: 0.5153 1.5611 1.5678  -0.246
C: 2.1496 -0.6575 1.3483  -0.454
F: 3.3924 -0.1750 1.4556  0.075
F: 0.9022 -2.8035 1.1369  -0.528
F: 1.7246 -0.7157 2.6149  0.108
S: -1.5618 0.0236 -0.2054  0.709
O: -2.1849 0.5378 0.9924  -0.182
O: -1.9875 -1.3009 -0.7555  -0.447
C: -1.9655 1.2360 -1.5820  -0.694
F: -1.7223 2.4589 -1.1697  0.209
F: -1.2389 0.9507 -2.6402  0.170
F: -3.2448 1.0883 -1.8583  0.188
H: 2.1831 -1.5085 0.2261  0.183
Y: -0.1330 -2.5217 -0.9636  1.991

=====

Record 2
Entry from the Open Molecules 2025 dataset: C2HF6P in the gas phase in a non-equilibrium geometry (ωB97M-V/def2-TZVPD).

Energy relative to the best compared isomer or geometry (same formula, charge and spin) (kcal/mol): 19.40
Net charge: 0
Total energy (Eh): -1017.18911
2S+1: 3
Molecular weight (g/mol): 169.99
<S²>: 2.003
Frontier orbital gap (alpha / beta) (Ha): 0.24849 / 0.29622

Each line ends with the Löwdin charge.
Cartesian coordinates (Å):
C: -0.8270 0.6797 -2.6175  -0.650
C: 0.1495 0.6272 -1.3496  -0.544
F: -0.9228 1.9413 -2.9278  0.184
F: -0.4181 0.0770 -3.7397  0.162
F: -1.9837 0.1597 -2.3271  0.151
F: 1.1090 -0.3493 -1.3879  0.074
F: 0.7737 1.8169 -1.2428  0.044
F: -1.5949 -0.9090 0.1066  -0.329
P: -0.8861 0.4965 0.2975  0.928
H: 0.1600 -0.2847 0.9174  -0.020

=====

Record 3
Entry from the Open Molecules 2025 dataset: C2HFGdO2 as an isolated structure in a non-equilibrium geometry (ωB97M-V/def2-TZVPD).

Energy relative to the best compared isomer or geometry (same formula, charge and spin) (kcal/mol): 44.28
Net charge: +2
Total energy (Eh): -1091.92131
2S+1: 9
Molecular weight (g/mol): 233.28
<S²>: 20.454
Frontier orbital gap (alpha / beta) (Ha): 0.29305 / 0.19055

Each line ends with the Löwdin charge.
Cartesian coordinates (Å):
C: -1.0914 0.4913 0.9001  -0.023
C: -2.1252 -0.0837 0.2738  -0.018
O: -2.9457 -0.7864 -0.1361  0.356
Gd: 1.8627 0.1993 -0.5541  2.085
F: -0.1996 1.2264 0.0983  -0.178
H: -1.0116 0.6594 1.9698  0.158
O: 1.3328 -1.4700 0.6821  -0.378

=====

Record 4
Entry from the Open Molecules 2025 dataset: an isolated ion of composition C2HFIO4S and charge -1 in a non-equilibrium geometry (ωB97M-V/def2-TZVPD).

Energy relative to the best compared isomer or geometry (same formula, charge and spin) (kcal/mol): 18.57
Net charge: -1
Total energy (Eh): -1173.53459
SMILES string: O=S(=O)([O-])O/C=C(\F)I
Molecular weight (g/mol): 266.99
Frontier orbital gap (Ha): 0.26385

Each line ends with the Löwdin charge.
Cartesian coordinates (Å):
O: 2.2959 -1.8253 1.2956  -0.329
S: 1.9531 -0.4013 1.2079  0.565
O: 2.8666 0.4245 0.4728  -0.305
O: 1.1998 0.0774 2.3159  -0.316
O: 0.4237 -0.2573 -0.1664  -0.246
C: -0.8653 0.1557 -0.3115  -0.318
C: -1.6934 0.1383 -1.3981  -0.800
F: -1.3043 -0.3407 -2.5917  -0.058
I: -3.4729 1.2902 -1.3333  0.726
H: -1.4031 0.7386 0.5089  0.081

=====

Record 5
Entry from the Open Molecules 2025 dataset: C2HFKLi2O2 as an isolated structure in a non-equilibrium geometry (ωB97M-V/def2-TZVPD).

Energy relative to the best compared isomer or geometry (same formula, charge and spin) (kcal/mol): 14.61
Net charge: +1
Total energy (Eh): -942.00351
Molecular weight (g/mol): 129.01
Frontier orbital gap (alpha / beta) (Ha): 0.18802 / 0.19527

Each line ends with the Löwdin charge.
Cartesian coordinates (Å):
O: -2.9169 0.9002 0.4428  -0.298
C: -3.2390 2.0511 0.0743  -0.266
C: -4.7275 2.2473 -0.1691  -0.277
O: -5.4740 1.2796 -0.3092  -0.131
Li: 0.0410 1.3475 0.5808  0.789
F: 1.7522 1.0595 0.6937  -0.743
H: -5.1230 3.2796 -0.1915  0.106
K: -4.6722 -1.0902 0.4186  0.959
Li: 3.0722 0.1474 1.2309  0.861

=====

Record 6
Entry from the Open Molecules 2025 dataset: a 2-piece molecular cluster, C2HFN2O2 overall in a non-equilibrium geometry (ωB97M-V/def2-TZVPD).

Energy relative to the best compared isomer or geometry (same formula, charge and spin) (kcal/mol): 203.05
Net charge: 0
Total energy (Eh): -436.35534
Molecular weight (g/mol): 104.04
Frontier orbital gap (alpha / beta) (Ha): 0.31329 / 0.35027

Each line ends with the Löwdin charge.
Cartesian coordinates (Å):
C: -0.3290 -2.9701 1.3474  -0.194
C: -0.1969 -2.6626 -0.0190  -0.392
N: -0.8613 -1.7298 0.7019  0.057
N: -1.4976 -0.6248 0.5606  0.101
O: -0.4163 -3.3851 2.4368  0.208
O: 0.4788 -2.7415 -0.9807  0.153
F: -1.4531 0.0742 1.7615  -0.047
H: -0.0282 0.2382 -1.1577  0.113

=====

Question: energy relative to the best compared isomer or geometry (same formula, charge and spin) of number 6 (C2HFN2O2)?
Answer: 203.05 kcal/mol